DFT (the ωB97M-V functional and the def2-TZVPD basis) results for a molecular structure, C20H10ClCoF6N5OP in a non-equilibrium geometry.

- ΔE to the lowest compared entry with this formula, charge and spin: 0.792 eV
- Spin multiplicity: 3
- Total charge: 0
- HOMO level (spin up / spin down): -0.3084 / -0.3076 Ha
- Gap between HOMO and LUMO (spin up / spin down): 6.7 / 4.6 eV
- Energy: -106147.9920 eV

Each line ends with the natural charge from an NBO analysis.
Cartesian coordinates (Å):
Co  0.08193  0.21952  -1.18534  1.2675
Cl  4.07316  -4.47293  1.94407  0.1180
C  3.48382  -3.10063  1.12531  0.0299
C  4.10027  -2.69667  -0.07378  -0.1920
C  3.62723  -1.60374  -0.73606  -0.2134
C  2.45694  -0.90302  -0.28682  0.5185
O  2.00077  0.03872  -1.00534  -0.5932
C  1.84962  -1.33691  0.96546  -0.1302
C  0.76762  -0.57600  1.58208  0.1648
N  0.05937  0.22015  0.87506  -0.4534
C  -0.71825  1.28434  1.35432  0.0909
C  -1.33725  1.40017  2.56674  -0.1752
C  -2.02290  2.59193  2.88372  -0.1903
C  -2.05703  3.63910  2.00562  -0.1591
C  -1.42672  3.54112  0.74018  -0.1024
C  -1.44266  4.56341  -0.23497  -0.0810
C  -0.84678  4.35113  -1.44460  -0.2551
C  -0.24905  3.10476  -1.70105  0.1218
N  -0.19573  2.14498  -0.81016  -0.4864
C  -0.77250  2.34756  0.41193  0.2557
C  2.39792  -2.39967  1.65323  -0.1807
H  4.92711  -3.27117  -0.45822  0.2541
H  4.06579  -1.27425  -1.66380  0.2449
H  0.67579  -0.63324  2.66896  0.1922
H  -1.32475  0.58125  3.27188  0.2266
H  -2.52703  2.66812  3.83616  0.2288
H  -2.57980  4.54858  2.25826  0.2242
H  -1.94074  5.49764  -0.01883  0.2263
H  -0.85476  5.10172  -2.21906  0.2371
H  0.17446  2.88634  -2.67332  0.2169
H  1.95869  -2.72828  2.58393  0.2557
F  -1.56033  0.41370  -2.29953  -0.6170
P  -3.24351  0.24083  -1.79423  2.6182
F  -3.17146  1.80599  -1.38373  -0.5932
F  -4.74005  0.11544  -1.29737  -0.5659
F  -3.13694  -1.29297  -2.21289  -0.5646
F  -3.64452  0.65760  -3.27903  -0.5665
F  -2.64340  -0.12370  -0.32585  -0.5949
N  0.00624  -1.65139  -1.48954  -0.5456
C  0.29912  -2.75418  -1.25209  0.4937
C  0.68238  -4.02952  -0.90351  -0.5962
C  0.34231  -4.47070  0.39258  0.3094
N  0.11303  -4.82817  1.46155  -0.3766
C  1.71999  -4.65154  -1.62796  0.3010
N  2.57260  -5.16544  -2.20395  -0.3634


DFT (the ωB97M-V functional and the def2-TZVPD basis) results for C7H7NO3 in the gas phase in a non-equilibrium geometry.

- SMILES: Nc1cccc(C(=O)O)c1O
- ΔE to the lowest compared entry with this formula, charge and spin: 4.653 eV
- Total charge: 0
- HOMO level: -0.3262 Ha
- Gap between HOMO and LUMO: 8.9 eV
- Energy: -15000.9430 eV

Each line ends with the natural charge from an NBO analysis.
Cartesian coordinates (Å):
C  -1.35741  -0.39512  -0.05694  -0.0161
C  -1.56293  0.94629  0.00097  -0.1451
C  -0.43317  1.90907  -0.10400  -0.2392
C  0.84793  1.37718  -0.10627  -0.1470
C  1.15187  -0.03048  -0.00402  -0.2389
C  2.45107  -0.62191  -0.10137  0.7633
C  -0.10680  -0.88137  -0.00919  0.3867
H  -3.05269  -1.25996  -0.55053  0.3311
H  -2.81104  -1.04595  0.84108  0.3585
H  -2.57750  1.48034  -0.02551  0.2227
H  -0.36131  2.82411  -0.21885  0.1941
H  1.65760  1.87935  -0.40896  0.1923
H  3.17621  1.17408  0.56910  0.4738
H  -0.79918  -2.49146  0.19264  0.4825
N  -2.48195  -1.26364  0.01455  -0.7812
O  3.50511  0.29239  0.20041  -0.7300
O  2.73482  -1.70036  -0.24423  -0.4948
O  0.01938  -2.19255  0.01111  -0.6127


The highest energy belongs to which entry?
C7H7NO3